C22H62Br6N11O7P3 as an isolated structure at a distorted geometry. Source: the OMol25 dataset; level of theory: ωB97M-V with the def2-TZVPD basis set.

Calculated values
HOMO = -0.307 Eh
2S+1 = 1
gap between HOMO and LUMO = 8.12 eV
total energy = -18472.4963 hartree

Positions of all 111 atoms, in Å:
C -3.0476 2.0414 1.8984
N -4.1406 2.9259 1.4695
O -5.0602 2.4162 0.9033
O -4.0100 4.1111 1.6660
H -3.3566 1.0073 1.8886
H -2.6083 2.3876 2.8245
H -2.2914 2.1341 1.1231
C 1.1444 4.9202 -2.2236
N 0.9310 3.4706 -2.4154
O 1.4091 2.9387 -3.4009
O 0.3070 2.8610 -1.5347
H 0.2346 5.2531 -1.7260
H 1.1137 5.3902 -3.1960
H 1.9723 5.1701 -1.5746
O -1.3255 4.9494 -3.5519
P -2.6663 4.9545 -4.1482
N -3.0902 3.5463 -4.9029
C -2.0309 2.5588 -5.1977
C -4.3335 3.2009 -5.5213
N -2.8251 6.1392 -5.2906
C -2.4380 7.5196 -4.9289
C -3.2888 5.9108 -6.6696
N -3.8494 5.2557 -3.0209
C -5.1452 5.7821 -3.3806
C -3.7649 4.6114 -1.7140
H -2.4649 1.5575 -5.2169
H -1.2505 2.5743 -4.4441
H -1.6197 2.7814 -6.1921
H -4.7174 2.2903 -5.0611
H -4.1152 2.9551 -6.5698
H -5.0309 4.0250 -5.5279
H -1.5425 7.7975 -5.4908
H -3.2609 8.2115 -5.1391
H -2.2478 7.5475 -3.8578
H -3.0042 6.7730 -7.2696
H -2.8376 5.0087 -7.0882
H -4.3789 5.7814 -6.7262
H -5.0769 6.3801 -4.2910
H -5.8135 4.9522 -3.6718
H -5.6220 6.3337 -2.5737
H -3.0087 3.8336 -1.6727
H -4.7569 4.1685 -1.5314
H -3.6240 5.3238 -0.8911
O 4.7309 -5.9854 1.5639
P 4.1510 -5.5611 0.2870
N 4.8145 -6.4165 -0.9718
C 4.9096 -7.8323 -0.7851
C 4.5394 -6.0071 -2.3656
N 4.4066 -3.9871 -0.0956
C 5.7205 -3.5785 -0.4751
C 3.6186 -2.9492 0.5729
N 2.4983 -5.6757 0.1790
C 1.7263 -5.0135 -0.8619
C 1.8861 -6.9152 0.7231
H 5.5557 -8.2478 -1.5743
H 3.9577 -8.3613 -0.9044
H 5.4585 -8.0968 0.1142
H 5.0985 -6.6763 -3.0111
H 4.7904 -4.9647 -2.5453
H 3.4567 -6.1348 -2.4983
H 5.9596 -3.8828 -1.4941
H 5.8654 -2.4989 -0.4525
H 6.4590 -4.0002 0.2150
H 4.0340 -2.7744 1.5721
H 3.5167 -2.0587 -0.0353
H 2.6281 -3.3793 0.7407
H 0.8563 -4.5633 -0.3942
H 2.3693 -4.2548 -1.3154
H 1.5010 -5.6976 -1.6886
H 0.8013 -6.8496 0.8088
H 2.3158 -7.0647 1.7089
H 2.1028 -7.7536 0.0491
O 0.1645 -0.7700 8.2731
P -0.0496 -0.8270 6.8261
N 1.3097 -1.0890 5.9315
C 2.4595 -0.2419 6.1965
C 1.5872 -2.1378 5.0076
N -0.6534 0.5675 6.1799
C -1.4377 1.3998 7.0538
C -0.3619 1.0171 4.8459
N -1.1069 -2.0112 6.3717
C -1.1414 -3.2936 7.1016
C -1.8826 -1.9479 5.1456
H 2.1551 0.6698 6.7162
H 3.0780 -0.0346 5.3197
H 3.1577 -0.7275 6.8997
H 2.2038 -2.9395 5.4243
H 2.1014 -1.7753 4.1182
H 0.6385 -2.6017 4.7303
H -2.3197 0.8723 7.4228
H -0.9150 1.8646 7.8950
H -1.7865 2.2696 6.4848
H -0.7966 0.3049 4.1300
H -0.8487 1.9672 4.6541
H 0.7143 1.0155 4.6861
H -0.6118 -4.0831 6.5396
H -0.6227 -3.1970 8.0555
H -2.1685 -3.6098 7.3030
H -1.2050 -1.7955 4.2992
H -2.6032 -1.1308 5.2062
H -2.4215 -2.8760 4.9788
C -0.9052 -0.1229 -0.6663
Br -0.5492 -0.0006 1.2175
Br -2.3801 0.9713 -1.2288
Br -1.3303 -1.9395 -1.2596
H -0.0304 0.1699 -1.2227
C 2.9496 -1.3761 -4.4147
Br 2.4759 -0.2872 -2.8848
Br 4.0311 -2.8879 -3.9500
Br 3.8273 -0.2099 -5.6903
H 2.0783 -1.7465 -4.9238



C22H63ClINNbO18P2 as an isolated structure at a distorted geometry. Source: the OMol25 dataset; level of theory: ωB97M-V with the def2-TZVPD basis set.

Calculated values
HOMO = -0.173 Eh
2S+1 = 1
gap between HOMO and LUMO = 5.72 eV
charge = -1
total energy = -3782.4757 hartree

Positions of all 109 atoms, in Å:
C 10.2186 0.8789 -1.7463
C 8.6408 1.0689 -1.9335
O 8.0128 0.1866 -2.5407
O 7.9326 2.1937 -1.4507
C 7.3704 1.9328 -0.1248
C 5.9326 1.2186 -0.3553
C 4.8292 1.6720 0.7567
C 3.8577 0.4935 1.2339
Nb 2.1859 -0.1318 -0.1581
I 4.0289 -1.4375 -1.9411
C 0.7267 0.8331 1.3631
C -0.3672 1.7627 0.7144
O -0.1137 2.9935 0.6554
O -1.5920 1.1595 0.3466
C -2.4224 1.9401 -0.4883
C -4.0016 1.8060 -0.1999
O -2.1009 2.6578 -1.4380
C 0.5787 -0.6704 -1.6174
C -0.2780 -1.9861 -1.5909
C 0.4662 -3.3996 -1.6322
Cl -1.7548 -1.9525 -0.4401
P 2.3836 2.0848 -1.5000
N 0.8493 2.5349 -2.2213
O 3.3861 1.6570 -2.8560
P 2.1306 -2.3416 1.1839
O 2.7768 -2.0038 2.5658
O 3.1931 -3.5665 0.5498
O 0.5815 -2.9339 1.5679
H 10.4278 0.2038 -0.8573
H 10.5997 0.3774 -2.7009
H 10.7482 1.8816 -1.6485
H 7.1558 2.8907 0.4588
H 8.0707 1.2694 0.4840
H 5.5670 1.3397 -1.4186
H 6.1147 0.1071 -0.1201
H 5.4937 1.9122 1.6769
H 4.3366 2.6658 0.5128
H 4.5344 -0.4193 1.4319
H 3.4241 0.7883 2.2499
H 0.2865 -0.0210 1.9755
H 1.3477 1.5124 2.0483
H -4.2006 0.9153 0.4962
H -4.5065 1.5533 -1.1999
H -4.3696 2.7865 0.2241
H 1.0472 -0.6158 -2.6733
H -0.1808 0.2034 -1.6340
H -0.8323 -1.9753 -2.6082
H 0.2837 -3.9385 -2.6331
H 1.5887 -3.2742 -1.5505
H 0.0154 -4.0932 -0.8417
H 0.7728 2.2971 -3.2202
H 0.7743 3.5620 -2.1028
H 2.8592 1.8457 -3.6673
H 2.7944 -4.4545 0.7130
H 0.6620 -3.9144 1.5724
C -5.4186 -2.5119 -1.5743
O -4.4561 -3.4950 -1.2286
H -6.1532 -2.9578 -2.2453
H -5.9230 -2.1564 -0.6713
H -4.9259 -1.6781 -2.0806
H -3.8205 -3.0702 -0.6351
C 5.1127 1.3998 5.1776
O 5.2658 0.4774 4.1076
H 5.9789 2.0610 5.1965
H 4.2075 1.9945 5.0254
H 5.0487 0.8583 6.1239
H 4.4861 -0.0951 4.1110
C -8.6584 -0.7075 -2.0858
O -7.4214 -0.3865 -2.7096
H -8.4556 -1.1940 -1.1311
H -9.2292 0.2070 -1.9125
H -9.2273 -1.3886 -2.7256
H -7.6288 0.0411 -3.5488
C 8.5978 2.5226 4.1611
O 8.7337 1.5958 3.0968
H 9.4671 3.1806 4.1749
H 7.6933 3.1180 4.0110
H 8.5392 1.9823 5.1098
H 7.9513 1.0272 3.1112
C 5.0141 -0.2010 9.1645
O 5.9617 0.3003 8.2334
H 4.8988 0.5223 9.9717
H 4.0503 -0.3464 8.6695
H 5.3671 -1.1497 9.5773
H 6.0451 -0.3565 7.5313
C -6.6737 -3.1134 -5.1579
O -7.4819 -3.3060 -6.3159
H -7.2363 -2.5309 -4.4285
H -6.4152 -4.0824 -4.7243
H -5.7651 -2.5716 -5.4291
H -6.9605 -3.8229 -6.9443
C -9.0744 3.4565 -1.3541
O -9.4885 2.1407 -1.0120
H -9.4494 3.6948 -2.3493
H -9.4812 4.1713 -0.6342
H -7.9829 3.5115 -1.3567
H -9.1448 1.9547 -0.1300
C -3.4954 3.2377 3.4500
O -3.1066 3.4514 2.1022
H -4.5817 3.3060 3.5173
H -3.1754 2.2438 3.7741
H -3.0454 4.0010 4.0904
H -2.1415 3.3858 2.0689
C -10.0384 -5.6484 -5.6191
O -9.2799 -5.2856 -6.7599
H -10.7656 -6.4083 -5.9069
H -9.3774 -6.0555 -4.8487
H -10.5664 -4.7723 -5.2319
H -8.6399 -4.6077 -6.4764



C22H63NO18 as an isolated structure at a distorted geometry. Source: the OMol25 dataset; level of theory: ωB97M-V with the def2-TZVPD basis set.

Calculated values
HOMO = -0.265 Eh
2S+1 = 1
gap between HOMO and LUMO = 7.26 eV
total energy = -2283.3617 hartree

Positions of all 104 atoms, in Å:
C -0.8027 0.0984 1.3654
C -0.3537 -0.5411 0.1205
O -0.8827 -1.8184 -0.0330
O -0.3000 -0.6318 2.4351
H -1.8744 0.2757 1.4557
H -0.3409 1.0572 1.6012
H 0.7312 -0.5998 0.2082
H -0.4439 -0.0370 -0.8418
H -0.5819 -2.2371 0.7767
H -0.5241 -0.0935 3.1977
C -4.0470 -0.1353 -1.7342
C -2.7608 0.4673 -1.2391
O -1.7312 -0.5134 -1.2323
O -4.7751 -0.8883 -0.8181
H -3.9494 -0.7030 -2.6595
H -4.6365 0.7317 -2.0326
H -2.9181 0.6893 -0.1836
H -2.3903 1.3443 -1.7698
H -1.5639 -0.7921 -0.3291
H -4.3271 -1.7289 -0.6988
C 2.2587 -1.7399 5.1917
C 1.1076 -0.7534 5.5257
O 0.3320 -0.4666 4.3337
O 3.3140 -1.1720 4.5658
H 1.8827 -2.6175 4.6659
H 2.5175 -2.3476 6.0587
H 1.5956 0.1367 5.9227
H 0.4461 -1.2045 6.2653
H -0.3180 -1.1599 4.1983
H 2.9800 -1.1781 3.6658
C -1.6116 3.6101 3.4454
C -2.3686 2.4361 2.9488
O -1.5588 1.3954 2.3665
O -1.0829 4.2596 2.3056
H -0.7436 3.1813 3.9461
H -2.0732 4.2676 4.1821
H -3.1045 2.7736 2.2189
H -2.9102 1.8099 3.6578
H -0.8792 1.8977 1.9109
H -1.7618 4.9009 2.0833
C 1.1059 -1.0287 -1.9014
C 0.7599 -2.4999 -1.9649
O -0.1660 -2.7565 -2.9968
O 2.0638 -0.5902 -2.9009
H 1.4841 -0.9144 -0.8855
H 0.1906 -0.4369 -1.8929
H 0.4412 -2.8568 -0.9855
H 1.6599 -3.0517 -2.2362
H 0.2964 -2.5916 -3.8218
H 1.9519 0.3599 -2.9815
C 2.6416 -1.9464 1.3876
C 1.6489 -2.9285 0.7019
O 0.3919 -3.0336 1.3715
O 2.6574 -1.8276 2.8086
H 2.3772 -0.9142 1.1578
H 3.6030 -2.2663 0.9857
H 1.9944 -3.9622 0.7167
H 1.3018 -2.6166 -0.2832
H 0.3630 -3.7678 1.9894
H 3.5898 -2.0043 2.9536
C 1.2645 1.0296 2.7108
C 2.3524 1.0586 3.7430
O 2.8515 2.4131 3.9449
O 0.0641 1.6408 3.1261
H 1.0154 -0.0093 2.4948
H 1.6160 1.4786 1.7818
H 3.1161 0.3127 3.5228
H 2.0390 0.7765 4.7481
H 3.1942 2.4527 4.8408
H 0.2299 2.3680 3.7306
C -2.7150 -1.5897 1.1745
C -4.0653 -1.4881 1.9088
O -5.0274 -2.2123 1.0579
O -2.6467 -2.7160 0.2637
H -1.8163 -1.6098 1.7908
H -2.6111 -0.7702 0.4633
H -4.2268 -0.4549 2.2160
H -4.0054 -1.9406 2.8986
H -4.6534 -3.0927 0.9761
H -1.7994 -2.5417 -0.1524
C 0.8215 2.8430 -8.4430
O 1.3947 1.7123 -7.6827
C 0.5903 1.2405 -6.5618
C 1.1432 0.0056 -5.6383
N 2.3235 0.1074 -4.8104
C 2.5104 1.3692 -4.1182
C 1.4028 1.7929 -3.1377
O 1.3656 0.9430 -1.9908
C 0.2376 1.4143 -1.1531
H 1.6541 3.1134 -9.0924
H 0.5898 3.6247 -7.7197
H -0.0838 2.4528 -8.9082
H -0.4068 0.9100 -6.8525
H 0.4326 2.1437 -5.9723
H 1.2403 -0.7769 -6.3909
H 0.3629 -0.3945 -4.9910
H 2.5817 -0.7465 -4.3367
H 2.6211 2.0581 -4.9556
H 3.4227 1.3861 -3.5220
H 0.4830 1.8645 -3.7182
H 1.6190 2.7851 -2.7415
H -0.5220 1.8921 -1.7719
H 0.5089 2.1304 -0.3774
H -0.3754 0.6842 -0.6245



A 10-piece molecular cluster, C22H64O18 overall at a distorted geometry. Source: the OMol25 dataset; level of theory: ωB97M-V with the def2-TZVPD basis set.

Calculated values
HOMO = -0.361 Eh
2S+1 = 1
gap between HOMO and LUMO = 10.08 eV
SMILES = CC(C)O.CC(C)O.OCCO.OCCO.OCCO.OCCO.OCCO.OCCO.OCCO.OCCO
total energy = -2230.2581 hartree

Positions of all 104 atoms, in Å:
C 7.4220 16.6990 38.7900
C 8.6830 17.2180 39.4540
C 8.6660 18.7390 39.7040
O 8.9220 16.5770 40.6550
H 7.5250 15.6600 38.7920
H 7.1560 17.0120 37.8630
H 6.7400 17.1610 39.4330
H 9.4840 16.9510 38.9370
H 9.4250 18.9900 40.3020
H 7.8760 18.9890 40.3710
H 8.6360 19.3730 38.7960
H 8.9910 15.6560 40.6040
C 11.3360 21.6950 32.3490
C 10.5910 20.7290 31.3770
C 11.4640 20.2450 30.1890
O 10.2860 19.5530 31.9880
H 12.1900 21.3470 32.7400
H 10.7390 22.1120 33.2890
H 11.4790 22.6100 31.8200
H 9.7670 21.3860 31.2210
H 12.3360 19.9790 30.6460
H 11.8110 20.9520 29.4240
H 10.9280 19.5570 29.5200
H 9.5050 19.5810 32.3330
O 8.7190 22.8320 38.1370
C 8.8530 24.2600 38.4020
C 9.9250 24.7160 37.2700
O 10.1500 26.0420 37.3530
H 7.8710 22.7060 38.6170
H 7.7280 24.7820 38.1790
H 9.0990 24.2630 39.5700
H 9.6490 24.4200 36.2870
H 10.9950 24.3140 37.3650
H 10.9860 26.1450 37.7560
O 17.2280 24.9280 39.2240
C 16.0140 24.3510 39.2260
C 15.4910 24.4720 37.6980
O 14.0420 24.4640 37.6510
H 17.6590 25.2020 40.2130
H 16.0880 23.2370 39.4390
H 15.3800 24.6580 39.8160
H 15.9160 23.8000 37.0480
H 15.9980 25.3400 37.4230
H 13.9630 24.6160 36.7600
O 14.8380 20.1060 33.7810
C 15.8130 19.5020 34.6130
C 16.9690 20.4510 34.9860
O 17.8260 19.8080 35.8440
H 14.5420 19.4490 33.0920
H 15.5280 19.2080 35.6930
H 16.1990 18.5820 34.1340
H 16.4680 21.4370 35.5430
H 17.7440 20.7120 34.1260
H 18.2770 19.4490 35.3240
O 14.8840 16.5650 38.4230
C 13.9990 16.2450 37.3400
C 12.9350 17.2010 37.3000
O 11.8440 16.9730 36.4240
H 15.4430 17.3330 38.5230
H 14.5660 16.2580 36.5280
H 13.5230 15.1940 37.2690
H 13.3700 17.9820 36.9510
H 12.5330 17.2420 38.2990
H 11.3510 17.7490 36.5480
O 10.9510 20.8850 37.6760
C 12.1740 21.2180 37.4570
C 12.3970 21.4270 35.9490
O 13.7330 21.8030 35.6240
H 10.4100 21.5470 38.0540
H 12.2460 22.2780 38.0120
H 12.6370 20.4720 37.9280
H 11.6610 22.1680 35.3810
H 12.1610 20.4220 35.4800
H 14.1020 21.2340 34.8520
O 7.7040 22.4420 35.5880
C 6.5080 23.2890 35.7080
C 5.7230 23.2140 34.3140
O 4.5380 23.9980 34.3980
H 8.2190 22.4220 36.4500
H 5.9860 22.7540 36.4330
H 6.7080 24.2940 35.8820
H 5.5780 22.0950 34.2230
H 6.3160 23.4880 33.4260
H 4.5790 24.8690 34.6180
O 9.8040 18.8630 35.9210
C 8.4760 18.9450 35.3790
C 8.0780 17.6890 34.6980
O 6.7450 17.7200 34.4410
H 9.8270 19.4970 36.6430
H 7.5540 19.1940 35.9780
H 8.5160 19.8120 34.6800
H 7.9350 16.7900 35.4020
H 8.6080 17.5290 33.6410
H 6.4050 16.9440 34.1280
O 13.5890 24.4710 34.8500
C 13.2710 24.9650 33.5680
C 11.8030 25.3740 33.5380
O 11.5460 25.8590 32.2000
H 13.9860 23.5650 34.7610
H 13.8930 25.8580 33.1770
H 13.5860 24.0680 33.0200
H 11.5690 25.9800 34.2470
H 11.1470 24.3780 33.5680
H 10.6420 26.0420 31.8040